This record from the OMol25 dataset describes a structure of composition C12H11Co2N2O6 in a non-equilibrium geometry. The level of theory is wB97M-V/def2-TZVPD.

ORCA input file:
```
! wB97M-V def2-TZVPD RIJCOSX def2/J DEFGRID3
* xyz 1 1
Co 0.915 -3.784 -0.481
H 0.318 3.300 -1.766
C 0.923 -5.549 -0.583
H -0.881 0.879 0.824
H -1.374 6.010 -0.275
C 1.269 0.341 0.880
C 1.214 -2.262 1.030
O 0.881 -6.697 -0.708
H 1.581 0.781 -0.094
O 0.016 -2.760 -3.076
C -1.149 -3.868 0.284
H -0.536 5.653 1.234
N -0.903 2.922 0.627
C -1.361 -1.290 -0.545
O -1.792 -0.702 -1.447
N -0.810 4.026 -0.117
H 1.661 0.765 1.830
C -1.810 -2.050 2.104
Co -0.552 -2.138 0.776
C 0.846 -0.957 0.882
C 2.670 -3.689 -0.817
O -1.968 -4.698 0.192
C 0.341 -3.082 -2.012
C -0.590 1.729 0.207
O -2.595 -1.933 2.953
H 1.955 -2.631 1.745
O 3.777 -3.700 -1.135
C 0.303 4.149 -1.058
H -2.199 5.069 1.017
C -1.259 5.269 0.514
H -0.315 1.580 -0.838
H 1.291 4.226 -0.551
H 0.134 5.094 -1.599
*
```

Results
energy = -103127.0425 eV
ΔE to the lowest compared entry with this formula, charge and spin = 2.097 eV
LUMO level = -6.00 eV
HOMO = -11.58 eV



This record from the OMol25 dataset describes an isolated molecule of C12H11N in a non-equilibrium geometry. The level of theory is wB97M-V/def2-TZVPD.

ORCA input file:
```
! wB97M-V def2-TZVPD RIJCOSX def2/J DEFGRID3
* xyz 0 1
C -0.050 -0.272 -1.664
C -1.110 -1.118 -1.988
C 1.136 0.871 -0.175
C -0.695 -0.476 0.782
H -0.397 -0.170 4.172
C -0.399 -0.012 2.017
N -0.887 -0.329 3.280
H -1.173 -1.568 -3.050
H -1.723 -0.870 3.362
H -2.823 -2.264 -1.272
H 2.216 2.144 1.262
H -2.446 -1.912 1.249
C 0.794 0.646 -2.571
H 2.339 1.992 -1.682
C 1.765 1.113 -1.436
C -1.897 -1.595 -0.940
C -1.789 -1.296 0.485
H 0.981 1.104 3.159
H 2.512 0.244 -1.431
C 0.682 0.866 2.153
C 0.030 -0.003 -0.366
H 0.272 1.436 -3.038
C 1.392 1.389 1.112
H 1.270 0.080 -3.421
*
```

Results
energy = -14110.7585 eV
ΔE to the lowest compared entry with this formula, charge and spin = 1.651 eV
LUMO level = 0.60 eV
SMILES = Nc1ccc2c3c(cccc13)CC2
HOMO = -6.75 eV